Density functional theory data (wB97M-V/def2-TZVPD) for a cluster of 2 separate species, C4H7FO2S in total at a distorted geometry.

Last column: Löwdin charge in e.
CARTESIAN COORDINATES (ANGSTROEM)
C -4.439 0.631 -1.217  -0.281
C -0.754 -0.759 -0.457  -0.473
C -0.141 0.278 1.735  -0.109
C -0.477 0.520 0.261  -0.187
O -2.347 1.669 -2.376  -0.570
O -1.746 -1.296 -0.726  0.178
F 0.476 -1.336 -0.778  0.042
S -3.756 1.375 -2.530  0.862
H -3.882 0.505 -0.305  0.011
H -5.504 0.585 -1.172  -0.001
H -0.887 -0.383 2.270  0.095
H -0.052 1.298 2.319  0.109
H 0.902 -0.109 1.759  0.077
H 0.387 1.068 -0.252  0.151
H -1.380 1.128 0.249  0.096

**Charge**: 0
**Gap between HOMO and LUMO**: 9.585 eV
**E_LUMO**: -0.3 eV
**Relative energy (zero: lowest compared OMol25 entry of this formula, charge and spin)**: 28.3 kcal per mole
**Calculated total energy**: -21907.73661 eV